{"formula": "C6H10O", "method": "ωB97M-V with the def2-TZVPD basis set", "e_tot_ev": -8425.49784, "charge": 0, "gap_ev": [7.79, 8.06], "lumo_energy_ev": [0.087, -0.031], "de_lowest_ev": 5.743, "species": ["C", "C", "C", "C", "C", "C", "O", "H", "H", "H", "H", "H", "H", "H", "H", "H", "H"], "coordinates": [[1.968, 0.900, -0.592], [1.234, 0.580, -1.716], [0.367, 1.194, 0.602], [-0.292, -0.013, 1.316], [-1.759, -0.427, 0.995], [-1.072, -1.390, 0.024], [0.199, -1.198, 0.660], [2.489, 0.095, -0.082], [2.464, 1.867, -0.555], [0.982, 1.335, -2.462], [1.009, -0.449, -1.980], [-0.392, 1.650, -0.052], [-0.077, -0.041, 2.402], [-2.260, -0.959, 1.815], [-2.442, 0.325, 0.589], [-1.345, -2.445, 0.050], [-1.072, -1.024, -1.012]], "nbo_charge": [-0.4025, -0.3369, -0.1331, -0.0137, -0.4520, -0.0615, -0.5334, 0.2339, 0.2194, 0.1941, 0.2001, 0.1299, 0.1863, 0.2119, 0.2080, 0.1820, 0.1677]}